(1)
39
Properties=species:S:1:pos:R:3:lowdin_charge:R:1 method="wB97M-V/def2-TZVPD" spin_multiplicity=1 e_homo_ev=-8.18
C 0.05 4.24 3.68 -0.11
C -1.17 3.44 3.20 -0.27
C -1.24 2.04 3.80 -0.19
C -0.08 1.12 3.40 -0.18
N -0.01 0.89 1.98 0.07
C -0.54 -0.22 1.41 -0.53
O -0.98 -1.16 2.04 0.07
N -0.50 -0.21 0.03 0.18
C -0.94 -1.26 -0.75 -0.35
N -0.87 -1.27 -2.06 0.13
C -1.40 -2.48 -2.38 -0.71
S -1.52 -2.99 -4.03 0.98
C -0.71 -1.53 -4.76 -0.35
C 0.63 -1.22 -4.12 -0.61
O 1.07 -0.10 -4.00 0.09
O 1.29 -2.33 -3.80 -0.05
C 2.58 -2.19 -3.21 -0.20
C 2.48 -2.01 -1.71 -0.06
N -1.79 -3.19 -1.34 0.06
N -1.48 -2.40 -0.29 0.08
H 0.00 5.26 3.30 0.07
H 0.97 3.79 3.33 0.06
H 0.07 4.27 4.76 0.08
H -1.16 3.38 2.11 0.10
H -2.07 3.98 3.49 0.11
H -1.26 2.11 4.89 0.11
H -2.18 1.57 3.48 0.11
H 0.87 1.54 3.73 0.12
H -0.22 0.14 3.87 0.12
H 0.24 1.67 1.40 0.14
H -0.12 0.56 -0.50 0.16
H -1.36 -0.66 -4.67 0.09
H -0.55 -1.78 -5.81 0.09
H 3.10 -3.12 -3.46 0.12
H 3.09 -1.34 -3.67 0.12
H 3.48 -1.97 -1.28 0.08
H 1.93 -2.83 -1.26 0.08
H 1.97 -1.08 -1.49 0.06
H -1.65 -2.65 0.68 0.14



(2)
33
Properties=species:S:1:pos:R:3:lowdin_charge:R:1 method="wB97M-V/def2-TZVPD" spin_multiplicity=1 e_homo_ev=-9.44 relative_energy_kj_mol=202.7
C -0.50 3.43 -1.12 -0.12
C -1.00 1.99 -0.97 -0.28
C -1.26 1.43 0.44 -0.21
C -0.03 1.49 1.38 -0.18
C 1.35 0.97 0.84 -0.17
C 1.64 -0.51 1.02 -0.15
C 0.79 -1.37 0.17 -0.15
C -0.01 -2.41 0.32 -0.12
C -0.96 -2.73 1.43 -0.43
O -1.66 -3.71 1.52 0.12
O -0.96 -1.75 2.40 0.08
C -0.11 -3.20 -0.95 -0.15
N -0.03 -2.18 -2.05 -0.03
C 0.89 -1.21 -1.41 -0.14
H -1.13 4.21 -0.68 0.07
H -0.38 3.66 -2.19 0.07
H 0.53 3.58 -0.66 0.08
H -1.99 1.92 -1.56 0.13
H -0.30 1.31 -1.52 0.07
H -2.02 2.09 0.92 0.11
H -1.75 0.44 0.41 0.11
H 0.16 2.58 1.50 0.11
H -0.29 1.02 2.34 0.11
H 2.21 1.45 1.25 0.11
H 1.30 1.14 -0.25 0.09
H 2.64 -0.70 0.65 0.13
H 1.57 -0.84 2.02 0.11
H -0.24 -1.12 2.22 0.05
H -1.02 -3.85 -1.02 0.14
H 0.79 -3.80 -1.05 0.12
H -0.96 -1.73 -2.08 0.11
H 0.79 -0.13 -1.65 0.09
H 1.93 -1.47 -1.69 0.12



(3)
36
Properties=species:S:1:pos:R:3:lowdin_charge:R:1 method="wB97M-V/def2-TZVPD" spin_multiplicity=1 e_homo_ev=-7.38 relative_energy_kj_mol=1117.4
C -0.04 -3.78 2.04 -0.03
C -1.10 -3.01 1.21 -0.20
C -1.35 -3.64 -0.24 0.07
O -0.49 -1.57 0.91 -0.03
C -1.23 -0.49 0.72 -0.46
O -2.44 -0.57 0.83 0.08
C -0.19 0.73 0.51 -0.26
C -1.29 1.83 0.25 -0.02
C -0.81 3.30 0.73 -0.31
O -0.34 4.02 -0.31 -0.05
O -0.41 3.47 2.00 0.17
N 0.78 0.51 -0.36 -0.16
C 1.81 1.23 -0.02 -0.14
C 2.09 2.26 -1.25 -0.34
O 1.97 1.68 -2.30 -0.03
C 0.78 1.16 -2.51 -0.16
C 0.50 -0.13 -1.65 0.04
H 0.03 -3.20 3.00 0.10
H 0.81 -3.80 1.47 0.05
H -0.39 -4.82 2.04 0.09
H -1.92 -2.59 1.90 0.16
H -2.10 -2.86 -0.72 0.15
H -0.66 -3.50 -0.75 -0.04
H -1.79 -4.36 -0.01 -0.04
H 0.09 0.92 1.65 0.20
H -1.47 1.83 -0.92 0.16
H -2.31 1.82 0.74 0.12
H -0.11 4.25 2.19 0.02
H 2.14 1.59 0.88 0.10
H 2.75 0.40 -0.45 0.19
H 3.29 2.72 -1.05 0.19
H 1.64 3.09 -0.99 0.04
H 0.90 0.77 -3.59 0.17
H 0.11 1.87 -2.53 0.08
H -0.39 -0.36 -1.59 0.05
H 1.15 -0.77 -1.84 0.06



(4)
33
Properties=species:S:1:pos:R:3:lowdin_charge:R:1 method="wB97M-V/def2-TZVPD" spin_multiplicity=1 charge=-1 e_homo_ev=-0.92 relative_energy_kj_mol=85.5
C -0.36 -0.50 -0.97 -0.23
C -1.42 0.18 -0.53 -0.22
C 1.31 2.62 -2.21 -0.42
C -0.06 0.63 0.04 -0.24
C 1.19 -1.54 -2.76 -0.14
C -3.49 -0.87 -1.38 -0.16
C 0.72 -0.99 3.11 -0.25
C 0.13 2.07 2.75 -0.22
C 2.54 0.49 1.38 -0.25
C 0.19 -1.73 -1.63 -0.22
C -2.93 0.27 -0.62 -0.26
O 0.95 3.57 -1.63 0.17
O 1.66 1.59 -2.65 0.16
Si 0.64 0.45 1.73 0.47
H 0.79 -1.21 -3.76 0.08
H 1.71 -2.53 -3.02 0.08
H 1.94 -0.87 -2.53 0.02
H -3.30 -0.99 -2.45 0.07
H -4.54 -0.94 -1.13 0.05
H -2.98 -1.77 -0.87 0.10
H -0.07 -0.99 3.83 -0.03
H 1.06 -1.96 2.67 0.00
H 1.60 -0.41 3.65 0.03
H -0.91 2.25 2.60 -0.02
H 0.24 2.16 3.85 0.01
H 0.70 2.90 2.31 0.01
H 3.38 0.87 2.05 0.02
H 2.77 -0.58 1.22 0.00
H 2.96 0.88 0.43 0.00
H 0.80 -2.16 -0.78 0.13
H -0.60 -2.27 -2.01 0.06
H -3.41 0.18 0.40 0.12
H -3.20 1.19 -1.09 0.09



(5)
46
Properties=species:S:1:pos:R:3:lowdin_charge:R:1 method="wB97M-V/def2-TZVPD" spin_multiplicity=3 charge=+1 e_homo_ev="-12.30 / -12.30" s2=2.01
Ag 6.27 -2.59 -8.74 0.86
Sn 4.60 -6.01 -7.19 1.15
C 6.25 -5.10 -9.94 -1.03
O 5.57 -6.12 -9.99 -0.03
O 5.97 -4.00 -10.45 0.07
O 6.78 -4.82 -8.91 -0.07
Cl 9.25 -1.58 -9.83 0.59
C 10.22 -3.01 -9.54 -0.66
C 10.15 -3.48 -8.08 -0.58
Cl 11.48 -4.75 -7.76 0.53
H 11.25 -2.77 -9.82 0.08
H 9.76 -3.72 -10.23 0.06
H 9.14 -3.89 -7.95 0.03
H 10.29 -2.75 -7.30 0.07
Cl 7.99 -1.05 -13.41 0.54
C 7.58 -2.80 -13.25 -0.67
C 8.07 -3.63 -14.42 -0.66
Cl 9.73 -4.09 -14.13 0.57
H 6.49 -2.73 -13.23 0.05
H 7.77 -3.18 -12.24 0.03
H 8.19 -3.04 -15.33 0.06
H 7.48 -4.54 -14.51 0.07
Cl 4.27 -6.20 -13.89 0.62
C 3.29 -5.31 -12.73 -0.69
C 2.78 -6.08 -11.51 -0.65
Cl 1.24 -6.82 -12.05 0.58
H 2.47 -4.78 -13.21 0.07
H 3.93 -4.49 -12.38 0.04
H 2.59 -5.42 -10.67 0.06
H 3.44 -6.86 -11.12 0.03
Cl 7.12 -8.78 -13.79 0.56
C 6.62 -8.18 -12.19 -0.68
C 5.52 -9.00 -11.41 -0.67
Cl 5.80 -10.74 -11.37 0.57
H 6.27 -7.15 -12.25 0.01
H 7.52 -8.18 -11.59 0.02
H 4.58 -8.77 -11.91 0.05
H 5.42 -8.73 -10.36 0.02
Cl 10.04 -8.74 -9.89 0.68
C 9.17 -7.42 -9.31 -0.76
C 8.61 -7.75 -7.90 -0.70
Cl 7.37 -8.92 -8.03 0.61
H 8.34 -7.20 -9.99 0.03
H 9.82 -6.55 -9.29 0.03
H 8.05 -6.89 -7.55 0.03
H 9.45 -8.01 -7.25 0.08



(6)
43
Properties=species:S:1:pos:R:3:lowdin_charge:R:1 method="wB97M-V/def2-TZVPD" spin_multiplicity=1 charge=-1 e_homo_ev=-4.77
C -2.38 1.63 -1.19 0.01
C -0.87 1.65 -1.13 -0.52
O -0.27 2.37 -1.85 0.09
N -0.30 0.77 -0.18 0.05
C 0.93 0.12 -0.65 -0.22
C 0.91 -1.40 -0.52 -0.21
C 1.04 -1.93 0.90 -0.23
C 0.01 -1.38 1.91 -0.12
B 0.70 -0.18 2.77 -0.73
O -0.20 0.77 3.50 0.03
C 0.07 0.79 4.79 -0.43
F 0.11 2.07 5.32 -0.04
C 1.52 0.18 4.88 -0.49
P 2.91 1.40 4.92 0.60
O 4.06 0.34 4.43 -0.37
Cl 2.60 2.78 3.37 0.17
O 1.54 -0.75 3.87 -0.08
H -2.75 1.08 -0.34 0.07
H -2.78 2.63 -1.13 0.08
H -2.74 1.11 -2.07 0.07
H -0.08 1.35 0.63 0.13
H 1.10 0.36 -1.69 0.10
H 1.81 0.48 -0.14 0.11
H 1.79 -1.75 -1.07 0.10
H 0.05 -1.80 -1.05 0.10
H 0.89 -3.01 0.85 0.09
H 2.04 -1.79 1.31 0.10
H -0.90 -1.05 1.42 0.08
H -0.27 -2.18 2.59 0.09
H 1.43 0.51 2.04 0.09
H -0.64 0.21 5.37 0.15
H 1.56 -0.29 5.87 0.11
H 3.62 -0.43 4.02 0.05
C -1.07 0.31 -5.37 -0.11
C -1.05 -1.21 -5.42 -0.12
O -2.19 -1.55 -4.63 0.06
C -3.05 -0.50 -4.65 -0.58
O -4.16 -0.52 -4.22 0.16
O -2.46 0.59 -5.21 0.06
H -0.69 0.76 -6.28 0.13
H -0.52 0.70 -4.52 0.13
H -1.19 -1.60 -6.43 0.13
H -0.15 -1.64 -5.00 0.13



(7)
40
Properties=species:S:1:pos:R:3:lowdin_charge:R:1 method="wB97M-V/def2-TZVPD" spin_multiplicity=1 charge=-1 e_homo_ev=-6.97
C 1.57 -2.71 2.15 -0.09
C 1.98 -2.60 0.59 -0.26
O 2.48 -1.28 0.26 -0.20
C 1.99 -0.83 -1.03 -0.18
C 0.81 0.28 -0.90 -0.10
C 0.21 0.35 0.57 -0.23
C 1.06 1.27 1.61 -0.04
C 0.05 2.39 2.22 -0.36
O 0.08 2.98 3.30 0.06
N -0.97 2.46 1.13 0.03
C -1.22 1.03 0.83 -0.31
C -2.47 0.61 -0.07 -0.13
C -3.12 -0.69 0.65 -0.32
C -3.94 -1.62 -0.37 -0.63
I -2.69 -3.31 -0.97 0.66
H 2.30 -2.15 2.82 0.08
H 0.53 -2.25 2.33 0.06
H 1.50 -3.81 2.46 0.07
H 2.68 -3.44 0.26 0.12
H 0.99 -2.72 0.02 0.10
H 1.64 -1.65 -1.72 0.12
H 2.86 -0.30 -1.58 0.13
H -0.03 0.01 -1.62 0.11
H 1.25 1.31 -1.16 0.11
H 0.01 -0.73 0.88 0.11
H 1.78 1.94 1.01 0.14
H 1.68 0.69 2.38 0.12
H -0.64 3.01 0.31 0.14
H -1.50 0.61 1.86 0.14
H -2.18 0.38 -1.16 0.11
H -3.27 1.42 -0.01 0.12
H -2.31 -1.29 1.20 0.08
H -3.84 -0.27 1.43 0.11
H -4.29 -0.97 -1.24 0.06
H -4.86 -2.04 0.18 0.05
B 1.97 2.78 -3.73 -1.15
F 2.95 3.71 -3.25 0.05
F 2.48 1.44 -3.60 0.05
F 0.78 2.90 -2.94 0.04
F 1.67 3.05 -5.10 0.05



(8)
40
Properties=species:S:1:pos:R:3:lowdin_charge:R:1 method="wB97M-V/def2-TZVPD" spin_multiplicity=1 charge=+2 e_homo_ev="-14.70 / -14.70" relative_energy_kj_mol=0.0
C 1.17 -3.87 -1.96 -0.04
C 0.73 -2.48 -1.58 -0.80
H 0.37 -4.55 -2.18 0.09
H 1.69 -4.25 -1.09 0.09
H 1.83 -3.83 -2.83 0.10
O -0.39 -2.09 -1.53 0.02
Cl 2.17 -1.46 -1.13 0.56
Bi 0.02 1.72 0.31 1.15
P 0.45 0.80 -2.74 0.76
C -1.11 1.33 -3.61 -0.26
C 1.62 2.08 -3.32 -0.28
H 1.94 -0.89 -3.79 0.03
H 0.95 -0.02 -5.04 0.08
H 0.20 -1.32 -4.01 0.05
C 0.94 -0.49 -4.04 -0.24
H 2.61 1.86 -2.91 0.06
H 1.65 2.07 -4.41 0.07
H -0.90 1.48 -4.68 0.07
H -1.46 2.26 -3.14 0.04
H 1.29 3.05 -2.94 0.02
H -1.85 0.53 -3.46 0.05
C -2.45 0.91 -0.30 -0.14
O -3.52 0.56 -0.20 0.14
Cl 1.29 3.78 0.06 -0.10
C 1.21 1.92 3.67 -0.05
N 0.02 1.09 3.77 -0.15
C -1.13 1.43 4.46 -0.01
C -1.94 0.33 4.45 -0.01
N -1.29 -0.65 3.75 -0.12
C -1.75 -2.04 3.64 0.01
C -0.11 -0.18 3.26 -0.73
Se 0.95 -0.88 1.94 0.69
H 1.02 2.81 3.05 0.06
H 2.01 1.33 3.19 0.06
H 1.53 2.22 4.68 0.12
H -1.26 2.41 4.88 0.14
H -2.91 0.18 4.90 0.15
H -1.65 -2.54 4.61 0.12
H -2.80 -2.07 3.35 0.11
H -1.15 -2.56 2.90 0.06



(9)
58
Properties=species:S:1:pos:R:3:lowdin_charge:R:1 method="wB97M-V/def2-TZVPD" spin_multiplicity=1 charge=+1 e_homo_ev=-11.60
C 2.23 -0.84 -1.61 -0.16
C 1.00 0.07 -1.69 -0.53
S 0.49 0.14 -3.43 0.90
C -0.99 1.13 -3.36 -0.51
N -2.25 0.36 -3.09 -0.03
C -2.41 -0.13 -1.79 -0.43
N -2.51 0.72 -0.75 0.24
N -2.40 -1.43 -1.60 -0.02
P -2.12 -2.66 -2.81 0.69
O -0.78 -3.26 -2.69 -0.44
H 2.78 -0.66 -0.68 0.08
H 2.91 -0.68 -2.46 0.07
H 1.93 -1.90 -1.65 0.05
H 0.20 -0.33 -1.07 0.03
H 1.23 1.09 -1.33 0.06
H -0.89 1.96 -2.65 0.00
H -1.12 1.54 -4.37 0.08
H -3.06 0.89 -3.38 0.14
H -2.87 1.64 -0.95 0.12
H -2.89 0.37 0.13 0.11
H -2.52 -1.78 -0.65 0.08
H -3.20 -3.49 -2.49 0.03
H -2.42 -2.05 -4.02 -0.07
C -4.00 -2.36 -7.15 -1.63
Br -4.12 -3.74 -5.81 0.59
Br -5.73 -1.71 -7.64 0.61
Br -2.83 -0.93 -6.58 0.58
H -3.54 -2.81 -8.02 -0.02
C -0.20 -2.87 2.18 -1.61
Br 0.17 -1.03 2.59 0.53
Br -1.79 -3.48 3.06 0.58
Br -0.29 -3.12 0.27 0.68
H 0.62 -3.48 2.54 -0.04
C 2.41 1.87 4.57 -1.61
Br 3.59 0.73 3.58 0.55
Br 0.88 2.40 3.54 0.52
Br 1.85 1.07 6.23 0.61
H 2.95 2.78 4.82 -0.02
C -0.30 5.05 -2.54 -1.62
Br -2.06 4.90 -3.33 0.58
Br -0.18 4.00 -0.94 0.58
Br 1.07 4.58 -3.79 0.62
H -0.16 6.09 -2.26 -0.02
C -3.38 4.13 3.44 -1.63
Br -2.16 4.07 4.91 0.59
Br -3.36 5.82 2.54 0.60
Br -2.99 2.68 2.21 0.52
H -4.38 3.96 3.82 -0.02
C 2.42 -2.87 6.32 -1.64
Br 0.51 -2.81 6.09 0.55
Br 2.93 -4.16 7.64 0.61
Br 3.31 -3.16 4.64 0.54
H 2.73 -1.90 6.67 -0.06
C 7.26 -0.93 2.95 -1.64
Br 6.91 -0.94 4.84 0.57
Br 5.95 -1.97 1.99 0.54
Br 7.39 0.85 2.25 0.57
H 8.21 -1.41 2.79 -0.03



(10)
32
Properties=species:S:1:pos:R:3:lowdin_charge:R:1 method="wB97M-V/def2-TZVPD" spin_multiplicity=2 e_homo_ev="-10.03 / -10.03" s2=0.75 relative_energy_kj_mol=5.7
Cl 5.40 1.02 1.31 0.05
H -1.94 1.71 -1.26 0.11
C -2.33 1.01 -0.50 -0.19
C -2.28 -0.41 -1.05 -0.19
C -0.85 -0.94 -1.11 -0.15
C -0.11 -0.81 0.24 -0.49
C 1.33 -1.29 0.08 -0.16
C 2.19 -0.36 -0.74 -0.20
C 2.17 1.09 -0.20 -0.21
C 0.72 1.56 -0.05 -0.17
C -0.14 0.64 0.78 -0.28
C -1.58 1.17 0.83 -0.16
C -0.80 -1.71 1.26 -0.05
H -3.39 1.29 -0.36 0.11
H -2.84 -1.08 -0.39 0.10
H -2.73 -0.46 -2.06 0.11
H -0.85 -2.01 -1.41 0.13
H -0.27 -0.40 -1.88 0.11
H 1.73 -1.39 1.09 0.12
H 1.29 -2.29 -0.38 0.13
H 3.23 -0.71 -0.69 0.10
H 1.88 -0.33 -1.78 0.11
H 2.70 1.09 0.77 0.06
H 2.73 1.76 -0.88 0.11
H 0.67 2.58 0.37 0.12
H 0.32 1.61 -1.07 0.11
H 0.27 0.60 1.80 0.15
H -1.56 2.24 1.09 0.11
H -2.11 0.63 1.62 0.11
H -0.25 -1.63 2.21 0.09
H -1.84 -1.44 1.45 0.07
H -0.76 -2.76 0.90 0.10



(11)
37
Properties=species:S:1:pos:R:3:lowdin_charge:R:1 method="wB97M-V/def2-TZVPD" spin_multiplicity=1 charge=-2 e_homo_ev="-1.09 / -0.33" relative_energy_kj_mol=116.4
C 0.32 -1.15 -2.36 -0.20
C 1.17 -0.02 -2.53 -0.23
C 0.34 1.14 -2.56 -0.17
C 2.64 -0.02 -2.63 -0.10
C -1.03 0.73 -2.44 -0.23
C -1.04 -0.68 -2.32 -0.23
C -2.25 -1.52 -2.11 -0.07
C 0.74 -2.56 -2.18 -0.07
C 0.82 2.54 -2.59 -0.03
C -2.21 1.61 -2.45 -0.07
Pb 0.12 -0.25 1.38 1.03
Cl 4.06 1.92 0.10 -0.73
Cl 2.28 -1.20 0.65 -0.09
O -1.03 1.26 0.44 -0.45
H 3.04 -1.01 -2.35 0.05
H 3.06 0.76 -1.97 -0.02
H 2.98 0.18 -3.65 0.07
H 1.75 2.61 -2.00 0.06
H 0.06 3.19 -2.13 0.07
H 1.03 2.89 -3.63 0.08
H -2.00 2.50 -1.84 0.07
H -3.06 1.08 -2.02 0.06
H -2.50 1.91 -3.47 0.07
H -3.04 -0.95 -1.60 0.07
H -2.02 -2.42 -1.51 0.06
H -2.65 -1.88 -3.08 0.07
H 1.71 -2.61 -1.65 0.04
H 0.84 -3.08 -3.15 0.08
H -0.01 -3.12 -1.60 0.07
H -1.79 1.58 0.98 -0.03
O -0.92 -2.08 1.58 -0.52
H -1.80 -1.95 1.11 -0.05
C 0.05 0.11 4.50 -0.31
O 0.26 0.78 3.27 -0.50
H 0.84 -0.66 4.65 0.06
H -0.89 -0.48 4.57 0.05
H 0.12 0.85 5.31 0.05



(12)
48
Properties=species:S:1:pos:R:3:lowdin_charge:R:1 method="wB97M-V/def2-TZVPD" spin_multiplicity=1 e_homo_ev=-9.50
O 4.58 0.22 -0.67 -0.02
C 3.79 1.18 -0.53 -0.70
I 4.41 3.09 0.37 0.77
C 2.24 1.11 -0.99 -0.21
O 2.04 0.31 -2.20 -0.06
C 0.69 -0.17 -2.09 -0.44
O 0.54 -1.38 -1.76 0.10
O -0.44 0.65 -2.40 -0.12
P -1.26 1.22 -1.02 0.37
O -1.17 0.20 0.33 -0.30
O -2.89 1.49 -1.51 -0.25
S -0.62 2.99 -0.42 0.32
H 1.96 2.20 -1.27 0.07
H 1.56 0.68 -0.17 0.09
H -1.37 0.78 1.12 0.09
H -3.45 0.77 -1.16 0.07
Cl -4.16 5.61 -1.01 0.54
C -5.39 4.58 -1.77 -0.66
C -6.36 4.00 -0.75 -0.66
Cl -5.57 2.79 0.30 0.54
H -4.88 3.80 -2.33 0.06
H -5.94 5.21 -2.48 0.07
H -7.17 3.49 -1.27 0.07
H -6.79 4.77 -0.12 0.07
Cl 0.98 -1.47 1.46 0.62
C 1.66 -3.05 1.02 -0.63
C 0.92 -4.20 1.67 -0.65
Cl 1.17 -4.25 3.44 0.57
H 2.72 -3.05 1.30 0.07
H 1.60 -3.13 -0.06 0.07
H 1.28 -5.15 1.27 0.07
H -0.16 -4.14 1.48 0.07
Cl -1.50 -1.80 6.75 0.54
C -0.81 -3.39 6.31 -0.70
C -1.56 -4.53 6.96 -0.67
Cl -1.31 -4.59 8.72 0.53
H 0.25 -3.39 6.59 0.07
H -0.88 -3.47 5.22 0.03
H -1.20 -5.48 6.56 0.07
H -2.63 -4.47 6.77 0.07
Cl 3.57 2.77 -4.00 0.57
C 3.80 1.16 -4.73 -0.66
C 5.02 1.10 -5.62 -0.66
Cl 4.82 2.07 -7.10 0.54
H 2.89 0.90 -5.28 0.07
H 3.90 0.45 -3.91 0.06
H 5.20 0.07 -5.94 0.07
H 5.91 1.46 -5.10 0.07